(1)
{
  "formula": "C41H58N7P2Sc",
  "method": "ωB97M-V/def2-TZVPD",
  "symbols": ["Sc", "P", "P", "N", "N", "N", "N", "N", "N", "N", "C", "C", "C", "C", "C", "C", "C", "C", "C", "C", "C", "C", "C", "C", "C", "C", "C", "C", "C", "C", "C", "C", "C", "C", "C", "C", "C", "C", "C", "C", "C", "C", "C", "C", "C", "C", "C", "C", "C", "C", "C", "H", "H", "H", "H", "H", "H", "H", "H", "H", "H", "H", "H", "H", "H", "H", "H", "H", "H", "H", "H", "H", "H", "H", "H", "H", "H", "H", "H", "H", "H", "H", "H", "H", "H", "H", "H", "H", "H", "H", "H", "H", "H", "H", "H", "H", "H", "H", "H", "H", "H", "H", "H", "H", "H", "H", "H", "H", "H"],
  "positions_angstrom": [[-0.00030, 0.25350, 0.32910], [-0.86170, 0.75140, 2.96900], [-1.19640, -1.63350, -1.45930], [-1.96210, -0.42510, -2.39390], [-2.52200, 0.71210, 2.63930], [-1.40770, 1.40590, -1.06230], [-0.03200, -0.31920, 2.19550], [3.12440, -2.63460, 1.80310], [-0.46250, 2.35430, 2.44350], [-0.68390, 0.69900, 4.66770], [-4.40240, -0.20430, 1.35050], [-5.34960, -0.27190, 2.55380], [0.70400, 0.47860, 5.05140], [0.40430, 4.72630, 3.98110], [0.93440, 2.78970, 2.43890], [-2.04610, -4.28030, -1.56380], [1.95960, -3.14830, -4.44630], [-1.56120, 2.71930, -0.79640], [1.83250, -3.07380, 1.24830], [0.61510, -3.25890, -4.77160], [3.24920, -1.13490, 1.84300], [2.33480, -2.55630, -3.25170], [-4.32230, -4.99620, -1.82350], [3.68400, 1.01810, -1.83810], [4.75010, 0.31530, -1.30920], [2.20240, 0.22420, -0.03440], [-1.32430, 3.50810, 2.69480], [1.36380, -2.11060, -2.37420], [-2.97530, -5.29620, -1.68980], [0.18430, -1.46570, 6.54770], [0.01630, -2.23220, -2.68890], [-2.96380, -0.40710, 1.80860], [-1.02970, -0.56310, 6.77720], [4.58130, -0.37510, -0.12490], [-4.73810, -3.67500, -1.83900], [-2.45850, -2.94960, -1.59880], [-4.66360, 0.29970, 3.80190], [1.36230, 3.57610, 3.68480], [-3.61250, 1.33030, 3.39330], [-1.63440, -0.09490, 5.45920], [3.33440, -0.43910, 0.49810], [-3.00130, 1.67890, -2.84730], [-2.41900, 3.54510, -1.48640], [-3.16570, 3.00690, -2.53570], [2.45490, 0.98420, -1.19980], [-3.81280, -2.65180, -1.72220], [4.24340, -3.28700, 1.10090], [-0.35890, -2.79890, -3.90400], [-2.11670, 0.89970, -2.08470], [0.96880, -0.99810, 5.31760], [-1.02090, 4.18740, 4.02490], [-3.53730, 1.21990, -3.66560], [-2.50320, 0.52630, 5.68690], [2.36820, -0.76110, 2.37980], [5.44540, -0.83980, 0.32700], [-5.78490, -3.44110, -1.95080], [-0.94470, 3.10570, 0.00840], [1.38560, 2.91690, 4.55020], [2.37070, 3.95730, 3.51680], [4.16980, -4.36850, 1.19780], [-2.36220, 3.19810, 2.63760], [-0.75220, 0.31110, 7.36750], [1.65260, -4.11900, 1.49500], [4.15170, -0.90940, 2.41590], [-5.39590, 0.77590, 4.45320], [1.57590, 1.90480, 2.30780], [1.07810, 3.44160, 1.56250], [-1.79230, -1.10370, 7.33960], [-1.73270, 4.99710, 4.18830], [-3.19630, 1.84020, 4.26170], [-2.29180, -0.47210, 0.92360], [0.66740, 5.19100, 4.93160], [-2.50250, 4.58650, -1.22400], [3.15290, -2.93240, 2.78400], [-4.48440, 0.76510, 0.85320], [-4.18980, -0.50160, 4.36960], [-3.85640, 3.61630, -3.09750], [-0.99450, -4.51400, -1.45970], [5.70740, 0.32260, -1.80350], [-1.96910, -0.97020, 4.88990], [0.94350, 1.06900, 5.94070], [-2.64830, -6.32400, -1.69450], [0.32440, -3.71680, -5.70210], [3.37750, -2.45630, -2.99560], [-5.63660, -1.30700, 2.74240], [0.64300, -1.54330, 4.42770], [-1.14140, 4.23740, 1.89300], [5.19710, -2.96940, 1.51730], [2.03720, -1.16510, 5.46080], [1.33340, 0.81120, 4.22380], [1.84290, -2.96970, 0.16300], [1.65510, 1.59260, -1.63170], [1.02060, -2.45480, 1.64800], [-0.14110, -2.49710, 6.40340], [-5.04530, -5.79160, -1.91310], [-4.15030, -1.62340, -1.73620], [-1.12230, 3.46220, 4.83460], [0.48070, 5.49040, 3.20440], [2.71490, -3.51840, -5.12100], [-1.40580, -2.89130, -4.15950], [-2.44750, -0.72610, -3.23510], [1.62800, -1.64390, -1.43070], [-2.89080, -1.36530, 2.34420], [-6.25850, 0.28730, 2.33270], [3.81980, 1.60870, -2.73170], [4.20460, -3.01560, 0.04670], [-4.66230, -0.97890, 0.62800], [-4.11100, 2.08210, 2.76530], [0.81580, -1.43750, 7.43490]],
  "mulliken_charge": [-1.285, -0.890, 1.799, -0.055, 0.835, 0.749, 0.314, 0.134, 0.926, 0.850, -0.776, -0.847, -0.675, -1.052, -0.388, -0.495, -0.820, -0.189, -0.404, -0.824, -0.283, -0.587, -0.536, -1.089, -0.964, 0.887, -0.883, 0.806, -0.656, -0.914, 0.453, 1.023, -1.145, -0.389, -0.671, 0.096, -0.997, -0.504, -1.116, -0.247, 0.963, -0.996, -0.973, -0.606, -0.648, -0.648, -0.841, -0.645, 0.283, -0.298, -0.660, 0.509, 0.305, -0.958, 0.521, 0.449, 0.205, 0.061, 0.507, 0.348, 0.239, 0.375, 0.544, 0.816, 0.572, -0.117, 0.418, 0.479, 0.449, 0.713, -0.868, 0.455, 0.531, 0.364, 0.256, 0.153, 0.465, 0.425, 0.443, 0.253, 0.612, 0.451, 0.467, 0.482, 0.403, -0.121, 0.569, 0.363, 0.606, 0.021, 0.069, 0.357, -0.090, 0.371, 0.420, 0.355, 0.273, 0.343, 0.433, 0.420, 0.375, -0.730, 0.298, 0.344, 0.498, 0.349, 0.194, 0.519, 0.317],
  "lumo_ev": -4.75,
  "e_above_lowest_ev": 0.000,
  "multiplicity": 1,
  "gap_ev": 8.26,
  "homo_energy_ev": -13.01,
  "energy_ha": -3423.48612,
  "total_charge": 2
}


(2)
{
  "formula": "C41H59N7O6",
  "method": "ωB97M-V/def2-TZVPD",
  "symbols": ["O", "O", "O", "O", "O", "O", "N", "N", "N", "N", "N", "N", "N", "C", "C", "C", "C", "C", "C", "C", "C", "C", "C", "C", "C", "C", "C", "C", "C", "C", "C", "C", "C", "C", "C", "C", "C", "C", "C", "C", "C", "C", "C", "C", "C", "C", "C", "C", "C", "C", "C", "C", "C", "C", "H", "H", "H", "H", "H", "H", "H", "H", "H", "H", "H", "H", "H", "H", "H", "H", "H", "H", "H", "H", "H", "H", "H", "H", "H", "H", "H", "H", "H", "H", "H", "H", "H", "H", "H", "H", "H", "H", "H", "H", "H", "H", "H", "H", "H", "H", "H", "H", "H", "H", "H", "H", "H", "H", "H", "H", "H", "H", "H"],
  "positions_angstrom": [[-1.43325, -1.79884, 2.20412], [4.20547, 1.13681, 0.56273], [-4.46238, -1.57529, -1.57575], [0.80470, 4.27310, -2.27074], [-1.94468, 5.43486, 0.78897], [2.02950, -3.03585, -1.44625], [2.77093, 0.75158, -5.94758], [-2.43170, -1.75168, -3.40639], [0.63150, -5.05170, -0.11026], [1.53063, -1.76215, 2.78667], [-4.95134, 2.80041, 2.15032], [0.23426, 2.79790, 3.94357], [1.48994, 1.00666, -0.23476], [1.62018, 1.35173, -6.15052], [2.52122, 3.99939, 2.88678], [-2.00533, -1.32666, -4.55542], [-0.11918, -2.76536, -4.49964], [0.49394, -6.40316, -0.12067], [3.33350, -3.48707, -1.70074], [-1.30093, 1.09645, -0.44295], [-1.32926, -4.95511, 1.21015], [-0.23546, 4.38648, -3.26161], [-0.85412, -1.85166, -5.15019], [-2.09132, -1.83799, 3.48499], [0.74204, 1.54183, -5.06810], [-1.82612, -2.75491, -2.74124], [0.77249, 2.10477, 0.00536], [4.76600, 0.19551, -0.28404], [-0.61666, 2.22487, -0.07528], [-4.47706, 1.89634, 4.27917], [-1.50399, -6.36010, 1.13563], [1.39097, 4.79855, 3.24869], [4.12236, -2.78403, 2.88067], [-5.37210, 2.47875, 3.36123], [1.76050, -3.07113, 3.01262], [0.76833, -0.12377, -0.54980], [2.56951, -0.97387, 2.62734], [-0.56380, -7.08060, 0.46974], [3.03736, -3.64279, 3.04747], [2.48011, 2.61025, 3.09096], [-3.14087, 1.75512, 3.94903], [-0.68420, -3.29761, -3.29032], [0.92183, 0.94320, -3.87135], [-2.75956, 2.07365, 2.63666], [-0.60092, -0.06788, -0.68102], [1.23369, 2.05665, 3.54761], [-0.22026, -4.35856, 0.59373], [3.87760, -1.46569, 2.70405], [-3.68734, 2.63884, 1.80599], [-4.73176, -0.67857, -0.48129], [0.28364, 4.12835, 3.80826], [-1.77376, 6.84566, 0.57684], [2.17572, 0.37147, -3.64311], [3.03567, 0.31742, -4.69567], [1.23759, -6.97416, -0.63038], [-0.19934, -4.09890, -2.70073], [1.13486, 0.98436, 3.64647], [3.69111, -2.92396, -2.55100], [2.34408, -0.12472, -2.71132], [3.35018, -4.51472, -2.04552], [-1.19588, -0.98350, -0.86386], [-2.16976, -3.03146, -1.73204], [4.67365, -0.68437, 2.65955], [-0.55378, -8.15492, 0.34680], [2.33797, 0.04136, 2.29284], [3.22018, -4.68098, 3.21492], [0.15393, 4.22524, -4.28295], [3.34376, 1.98261, 2.82376], [-2.73576, 5.20516, 1.26775], [5.13693, -3.12866, 3.01259], [5.85558, 0.11740, -0.15301], [-1.78353, 2.06546, 2.25709], [0.81006, 5.06051, -1.68633], [0.13574, 0.98614, -3.13786], [-1.10225, 3.15082, 0.15000], [1.40375, 5.87303, 3.20472], [-0.98931, 3.66264, -3.00919], [3.28011, 1.12772, 0.21820], [1.36545, 2.99437, 0.21719], [4.04347, -0.07598, -4.61816], [-0.73691, 5.35362, -3.20229], [-2.53935, -0.50918, -5.07306], [4.28943, -0.75692, -0.08056], [-1.66538, 7.32579, 1.53917], [-0.08176, 2.19962, -5.21777], [1.57350, -3.74425, -0.95912], [0.87924, -3.75985, 3.09084], [4.01871, -3.35798, -0.82350], [-2.80219, -1.04271, 3.53189], [-2.43768, -6.83411, 1.48890], [-2.62655, 7.34875, 0.09220], [-4.85568, 1.50199, 5.22044], [3.41777, 4.46225, 2.45772], [-5.64919, -0.90756, 0.01747], [-0.05264, -3.32121, 0.68184], [-0.91590, 6.89350, -0.10957], [-3.51937, 2.99440, 0.79783], [0.78404, -3.26661, -4.91093], [-6.45476, 2.58260, 3.58230], [1.36436, 1.74336, -7.12981], [1.33466, -1.02750, -0.71072], [-1.48318, -1.75884, 4.36165], [-2.37300, 1.07431, -0.56174], [4.51021, 0.44051, -1.25902], [-0.51192, -1.44454, 2.22896], [-4.81220, 0.38611, -0.85576], [-0.58396, -1.43067, -6.08211], [-3.72160, -1.20068, -2.10031], [-2.43487, 1.32436, 4.67354], [-2.65307, -2.81018, 3.49823], [-2.09825, -4.38832, 1.71575], [-3.87463, -0.64430, 0.15147], [-0.56292, 4.71916, 4.21190]],
  "mulliken_charge": [0.041, -0.531, -0.546, -0.418, -0.293, -0.018, -0.616, -0.302, -0.211, 0.156, -0.649, -0.327, 0.836, -0.505, -0.596, -0.271, -0.203, -0.621, -0.910, -0.789, -0.551, -0.563, -0.663, -0.852, -0.770, -0.560, -1.141, -0.619, -0.002, -0.404, -0.467, -0.465, -0.434, -0.407, -0.238, -1.230, 0.005, -0.461, -0.915, -0.023, -0.598, -0.114, 0.127, 0.616, 0.500, -0.285, -0.838, -0.831, -0.643, -0.358, -0.365, -0.641, 0.212, -0.419, 0.470, 0.225, 0.578, 0.269, 0.048, 0.338, -0.342, 0.617, 0.333, 0.408, 0.384, 0.482, 0.185, 0.379, 0.223, 0.434, 0.307, 0.070, 0.254, 0.513, 0.605, 0.473, 0.182, 0.607, 0.575, 0.410, 0.404, 0.385, 0.053, 0.274, 0.556, 0.337, 0.397, 0.219, 0.199, 0.378, 0.291, 0.372, 0.412, 0.409, 1.270, 0.171, 0.792, 0.353, 0.326, 0.345, 0.736, 0.344, 0.292, 0.255, 0.060, 0.225, 0.429, 0.436, 0.493, 0.281, 0.322, -0.013, 0.342],
  "lumo_ev": 0.54,
  "multiplicity": 1,
  "gap_ev": 9.85,
  "homo_energy_ev": -9.30,
  "energy_ha": -2432.25847
}